(1)
C24H28N4O2 | ωB97M-V with the def2-TZVPD basis set

Values from the calculation:
**HOMO**: -8.47 eV
**SMILES**: CCCCNC(=O)C[C@@H]1C(=O)N(Cc2ccccc2)[C@H](C)c2nc3ccccc3n21

```
! wB97M-V def2-TZVPD RIJCOSX def2/J DEFGRID3
* xyz 0 1
C -3.095 4.746 3.417
C -2.475 4.286 2.102
C -0.956 4.113 2.175
C -0.493 3.005 3.121
N -0.919 1.688 2.700
C -0.048 0.713 2.378
O 1.156 0.864 2.381
C -0.684 -0.629 2.029
H -0.008 -1.404 2.396
H -1.647 -0.756 2.524
C -0.879 -0.806 0.499
N 0.034 -0.043 -0.295
C 1.242 -0.505 -0.725
N 1.892 0.338 -1.470
C 1.083 1.445 -1.553
C 1.265 2.646 -2.226
C 0.250 3.578 -2.163
C -0.928 3.334 -1.456
C -1.128 2.150 -0.773
C -0.108 1.217 -0.821
H -2.045 1.963 -0.232
H -1.701 4.088 -1.444
H 0.361 4.522 -2.677
H 2.172 2.829 -2.781
C 1.671 -1.870 -0.327
N 0.505 -2.724 -0.131
C -0.731 -2.301 0.189
O -1.691 -3.041 0.291
C 0.704 -4.134 -0.432
C 0.948 -4.344 -1.903
C 2.140 -4.885 -2.364
C 2.356 -5.048 -3.722
C 1.385 -4.662 -4.630
C 0.194 -4.118 -4.176
C -0.024 -3.962 -2.820
H -0.954 -3.545 -2.461
H -0.567 -3.818 -4.881
H 1.554 -4.785 -5.689
H 3.286 -5.471 -4.071
H 2.903 -5.184 -1.659
H -0.209 -4.651 -0.121
H 1.547 -4.509 0.155
C 2.565 -1.799 0.921
H 3.538 -1.415 0.630
H 2.150 -1.121 1.662
H 2.689 -2.787 1.358
H 2.249 -2.301 -1.153
H -1.900 -0.509 0.231
H -1.909 1.508 2.672
H -0.858 3.191 4.136
H 0.599 2.976 3.142
H -0.509 5.050 2.513
H -0.572 3.898 1.177
H -2.943 3.351 1.786
H -2.692 5.029 1.332
H -4.156 4.947 3.283
H -2.992 3.991 4.192
H -2.615 5.659 3.762
*
```

Mulliken population analysis, charges in e, atoms 1 to 2: -1.434, -0.172

(2)
C24H28N4O3PReS5 | ωB97M-V with the def2-TZVPD basis set

Values from the calculation:
**HOMO (alpha / beta)**: -11.11 / -11.34 eV

```
! wB97M-V def2-TZVPD RIJCOSX def2/J DEFGRID3
* xyz 1 2
Re 0.374 0.298 0.440
S -0.708 1.937 -0.809
C -1.913 2.593 0.264
C -2.558 3.777 -0.081
C -3.502 4.335 0.768
C -4.096 5.586 0.467
N -4.551 6.612 0.247
C -3.835 3.675 1.971
C -3.180 2.504 2.325
C -2.211 1.967 1.485
S -1.322 0.557 2.006
C -4.842 4.196 2.819
N -5.679 4.582 3.496
H -2.303 4.265 -1.010
H -3.389 2.033 3.272
C 4.603 3.358 4.703
C 3.632 2.604 3.815
C 2.767 1.653 4.624
O 2.845 3.605 3.132
P 1.519 3.258 2.344
S -0.057 2.951 3.511
S 2.204 1.695 1.104
O 1.159 4.524 1.500
C 1.898 5.374 0.593
C 3.169 5.908 1.229
C 2.152 4.667 -0.728
H 5.246 2.645 5.212
H 4.051 3.934 5.440
H 5.216 4.037 4.119
H 4.180 2.040 3.050
H 2.135 2.220 5.304
H 3.406 0.990 5.203
H 2.126 1.054 3.975
H 1.191 6.197 0.442
H 3.953 5.153 1.241
H 2.967 6.219 2.252
H 3.525 6.767 0.665
H 2.860 3.852 -0.592
H 2.566 5.378 -1.438
H 1.221 4.271 -1.130
N 5.729 -2.151 2.605
C 4.589 -2.238 2.595
C 3.171 -2.284 2.553
C 2.409 -3.107 3.384
C 1.032 -3.058 3.240
C 0.467 -2.174 2.336
N 1.194 -1.351 1.569
C 2.522 -1.442 1.656
H 2.880 -3.749 4.112
H 0.394 -3.691 3.836
H -0.609 -2.112 2.229
H 3.109 -0.807 1.008
O 1.581 -0.195 -1.327
S 2.241 0.936 -2.102
C 2.392 0.301 -3.809
C 3.774 0.756 -4.234
C 4.714 0.325 -3.112
C 4.050 0.719 -1.798
H 1.583 0.708 -4.412
H 2.295 -0.780 -3.752
H 3.779 1.842 -4.335
H 4.070 0.319 -5.186
H 5.690 0.796 -3.214
H 4.855 -0.755 -3.159
H 4.415 1.667 -1.414
H 4.151 -0.033 -1.021
*
```

Mulliken population analysis, charges in e, atoms 1 to 2: 0.896, -0.222

(3)
C24H28N4O4S | ωB97M-V with the def2-TZVPD basis set

Values from the calculation:
**HOMO**: -8.38 eV
**SMILES**: CCCCCC(=O)NN1C(=S)N(c2ccc(OC)cc2)C(=O)[C@@H]1CC(=O)Nc1ccccc1

```
! wB97M-V def2-TZVPD RIJCOSX def2/J DEFGRID3
* xyz 0 1
C -6.374 -3.148 -1.185
H -6.997 -2.664 -0.437
C -5.600 -4.307 -0.567
C -4.796 -3.903 0.670
C -3.738 -2.826 0.428
C -2.655 -3.272 -0.563
C -1.616 -2.189 -0.699
O -1.557 -1.387 -1.601
N -0.778 -2.113 0.390
N 0.275 -1.224 0.405
C 1.566 -1.586 0.217
S 2.111 -3.126 0.208
N 2.306 -0.419 0.087
C 1.504 0.687 0.100
O 1.872 1.838 0.035
C 0.073 0.201 0.270
C -0.633 0.802 1.495
C -1.436 2.072 1.175
O -2.611 2.147 1.457
N -0.689 3.033 0.589
C -1.081 4.309 0.165
C -0.106 5.105 -0.432
C -0.419 6.376 -0.871
C -1.706 6.868 -0.721
C -2.675 6.076 -0.130
C -2.374 4.801 0.314
H -3.130 4.187 0.774
H -3.680 6.452 -0.011
H -1.950 7.862 -1.064
H 0.344 6.986 -1.332
H 0.897 4.718 -0.547
H 0.292 2.825 0.408
H -1.344 0.071 1.882
H 0.094 1.028 2.279
H -0.515 0.403 -0.638
C 3.719 -0.376 -0.048
C 4.525 -1.083 0.830
C 5.901 -1.047 0.694
C 6.482 -0.288 -0.318
C 5.659 0.433 -1.188
C 4.290 0.387 -1.060
H 3.660 0.941 -1.737
H 6.123 1.019 -1.965
O 7.815 -0.181 -0.541
C 8.701 -0.892 0.290
H 9.699 -0.664 -0.081
H 8.621 -0.568 1.333
H 8.531 -1.971 0.229
H 6.504 -1.612 1.385
H 4.083 -1.669 1.620
H -0.660 -2.910 1.002
H -2.193 -4.199 -0.220
H -3.093 -3.433 -1.546
H -4.211 -1.917 0.056
H -3.270 -2.583 1.386
H -4.309 -4.793 1.075
H -5.488 -3.531 1.429
H -6.307 -5.084 -0.267
H -4.938 -4.745 -1.315
H -5.702 -2.406 -1.608
H -7.018 -3.511 -1.983
*
```

Mulliken population analysis, charges in e, atoms 1 to 2: -1.170, 0.295

(4)
C24H28N4O6PtS | ωB97M-V with the def2-TZVPD basis set

Values from the calculation:
**HOMO**: -6.13 eV

```
! wB97M-V def2-TZVPD RIJCOSX def2/J DEFGRID3
* xyz 0 1
Pt 1.534 -0.319 0.883
C -4.473 -3.737 1.422
C -3.098 -3.315 1.003
C -2.647 -3.492 -0.286
C -1.341 -3.119 -0.728
C -1.011 -3.616 -1.991
N 0.119 -3.674 -2.760
C 1.159 -2.692 -2.926
C 0.876 -1.795 -4.142
C -0.182 -0.728 -3.848
N 0.381 0.247 -2.961
C 0.132 1.543 -2.940
C 0.587 2.401 -1.950
C 0.152 3.769 -1.959
C 0.201 4.551 -0.874
C -0.362 5.929 -0.822
C 0.762 4.028 0.416
C 1.520 2.742 0.282
C 2.239 2.341 1.418
N 2.542 1.123 1.763
C 3.136 0.921 3.058
C 2.049 0.452 4.033
C 1.697 -1.017 3.823
N 1.037 -1.267 2.560
C -0.159 -1.776 2.602
C -0.974 -2.267 1.555
C -2.233 -2.775 1.938
C -0.552 -2.313 0.191
O 0.483 -1.677 -0.224
C 1.317 1.893 -0.821
O 1.830 0.710 -0.879
H -5.088 -3.994 0.564
H -4.954 -2.925 1.965
H -4.420 -4.603 2.082
H -3.290 -3.975 -1.009
H -1.786 -4.252 -2.408
H 0.008 -4.257 -3.579
H 2.100 -3.227 -3.086
H 1.246 -2.124 -2.003
H 0.533 -2.424 -4.967
H 1.797 -1.305 -4.459
H -1.063 -1.199 -3.388
H -0.503 -0.228 -4.768
H 0.900 -0.094 -2.143
H -0.494 1.949 -3.727
H -0.315 4.129 -2.865
H -0.797 6.212 -1.775
H 0.413 6.652 -0.565
H -1.129 5.963 -0.048
H 1.408 4.800 0.870
H 2.529 3.144 2.094
H 3.578 1.855 3.425
H 3.932 0.172 2.966
H 1.148 1.047 3.866
H 2.399 0.595 5.056
H 1.045 -1.336 4.644
H 2.612 -1.622 3.855
H -0.589 -1.928 3.593
H -2.526 -2.727 2.976
O -2.223 2.640 2.097
S -1.149 2.438 1.168
O -1.516 2.371 -0.223
O -0.263 1.349 1.585
O -0.265 3.831 1.374
*
```

Mulliken population analysis, charges in e, atoms 1 to 2: 0.725, -1.654

What did the fourth record say?
C24H28N4O6PtS | ωB97M-V with the def2-TZVPD basis set

Values from the calculation:
**HOMO**: -6.13 eV

```
! wB97M-V def2-TZVPD RIJCOSX def2/J DEFGRID3
* xyz 0 1
Pt 1.534 -0.319 0.883
C -4.473 -3.737 1.422
C -3.098 -3.315 1.003
C -2.647 -3.492 -0.286
C -1.341 -3.119 -0.728
C -1.011 -3.616 -1.991
N 0.119 -3.674 -2.760
C 1.159 -2.692 -2.926
C 0.876 -1.795 -4.142
C -0.182 -0.728 -3.848
N 0.381 0.247 -2.961
C 0.132 1.543 -2.940
C 0.587 2.401 -1.950
C 0.152 3.769 -1.959
C 0.201 4.551 -0.874
C -0.362 5.929 -0.822
C 0.762 4.028 0.416
C 1.520 2.742 0.282
C 2.239 2.341 1.418
N 2.542 1.123 1.763
C 3.136 0.921 3.058
C 2.049 0.452 4.033
C 1.697 -1.017 3.823
N 1.037 -1.267 2.560
C -0.159 -1.776 2.602
C -0.974 -2.267 1.555
C -2.233 -2.775 1.938
C -0.552 -2.313 0.191
O 0.483 -1.677 -0.224
C 1.317 1.893 -0.821
O 1.830 0.710 -0.879
H -5.088 -3.994 0.564
H -4.954 -2.925 1.965
H -4.420 -4.603 2.082
H -3.290 -3.975 -1.009
H -1.786 -4.252 -2.408
H 0.008 -4.257 -3.579
H 2.100 -3.227 -3.086
H 1.246 -2.124 -2.003
H 0.533 -2.424 -4.967
H 1.797 -1.305 -4.459
H -1.063 -1.199 -3.388
H -0.503 -0.228 -4.768
H 0.900 -0.094 -2.143
H -0.494 1.949 -3.727
H -0.315 4.129 -2.865
H -0.797 6.212 -1.775
H 0.413 6.652 -0.565
H -1.129 5.963 -0.048
H 1.408 4.800 0.870
H 2.529 3.144 2.094
H 3.578 1.855 3.425
H 3.932 0.172 2.966
H 1.148 1.047 3.866
H 2.399 0.595 5.056
H 1.045 -1.336 4.644
H 2.612 -1.622 3.855
H -0.589 -1.928 3.593
H -2.526 -2.727 2.976
O -2.223 2.640 2.097
S -1.149 2.438 1.168
O -1.516 2.371 -0.223
O -0.263 1.349 1.585
O -0.265 3.831 1.374
*
```

Mulliken population analysis, charges in e, atoms 1 to 2: 0.725, -1.654

Which formula does entry 3 have?
C24H28N4O4S